Entry 1:
Density functional theory data (ωB97M-V with the def2-TZVPD basis set) for a cluster of 2 separate species, BH4NO in total.

As for the net charge: 0. The calculation puts the relative energy (zero: lowest compared OMol25 entry of this formula, charge and spin) at 74.5 kcal/mol.

Last column: Mulliken charge in e.
Geometry (Å):
B (-0.19649, 0.17919, 0.00281)  0.022
N (0.89850, -0.69256, -0.07240)  -0.266
O (-1.49617, -0.10535, 0.14497)  -0.409
H (0.18482, 2.30183, -0.08639)  -0.115
H (1.82037, -0.39579, 0.04277)  0.243
H (0.72615, -1.56853, 0.48782)  0.248
H (-1.93717, 0.28121, -0.51958)  0.278

Entry 2:
Density functional theory data (ωB97M-V with the def2-TZVPD basis set) for a structure of composition C25H31SiSn.

As for the net charge: -1.

Last column: Mulliken charge in e.
Geometry (Å):
C (-0.21363, 1.57860, 1.43129)  -1.116
Si (-0.97928, 0.04424, 2.20614)  0.209
C (-0.16837, -1.46848, 1.44244)  -1.114
H (-0.82843, 0.05003, 3.76852)  0.168
C (-2.76643, -0.01791, 1.59206)  -1.170
Sn (-4.23841, 0.05744, 3.20724)  0.987
C (-6.26980, -0.01561, 2.46217)  -1.169
C (-3.59749, -1.54450, 4.53522)  -0.961
C (-3.77344, 2.06504, 3.91266)  -1.093
H (-0.33901, 1.57264, 0.33343)  0.320
H (-0.67283, 2.49661, 1.82846)  0.307
H (0.86331, 1.61450, 1.65715)  0.313
H (-0.28527, -1.46656, 0.34358)  0.309
H (0.90477, -1.48739, 1.68244)  0.308
H (-0.62436, -2.38792, 1.83912)  0.296
H (-2.98451, 0.86156, 0.96475)  0.361
H (-2.95511, -0.94227, 1.02810)  0.442
H (-6.98234, -0.02555, 3.30168)  0.309
H (-6.43539, 0.87849, 1.84834)  0.305
H (-6.39388, -0.91840, 1.85224)  0.312
H (-3.90571, -1.37492, 5.57436)  0.182
H (-4.03654, -2.47790, 4.16567)  0.476
H (-2.49980, -1.60601, 4.49821)  0.136
H (-4.26449, 2.27968, 4.86750)  0.250
H (-2.68619, 2.12806, 4.03722)  0.133
H (-4.09928, 2.78050, 3.14598)  0.450
C (-0.40911, 0.02108, 6.82660)  0.259
C (-1.85020, 0.01044, 7.08198)  0.768
C (-2.69670, 1.08652, 6.70225)  0.282
C (-3.99974, 1.19626, 7.18798)  -1.454
C (-4.52092, 0.20515, 8.01958)  -0.652
C (-3.74754, -0.91184, 8.33343)  -0.928
C (-2.43486, -1.01585, 7.86788)  -0.251
C (0.51280, -1.09434, 6.98369)  0.071
C (1.84182, -0.57455, 7.12120)  -0.113
C (2.88724, -1.34404, 7.61740)  -0.377
C (2.63100, -2.67347, 7.99033)  -0.642
C (1.36062, -3.22618, 7.75859)  -0.755
C (0.31946, -2.46671, 7.20538)  -0.349
C (1.77152, 0.87844, 7.03990)  -0.144
C (0.39115, 1.24140, 6.90577)  0.332
C (0.00916, 2.54618, 7.23837)  -0.451
C (0.99185, 3.48929, 7.56487)  -0.814
C (2.34742, 3.12357, 7.67601)  -0.610
C (2.73434, 1.79999, 7.41965)  -0.465
H (-2.31589, 1.83516, 6.01837)  0.787
H (-4.61421, 2.05239, 6.92263)  0.394
H (-5.53243, 0.28826, 8.40061)  0.348
H (-4.14989, -1.72178, 8.93891)  0.362
H (-1.82730, -1.86307, 8.15264)  0.498
H (3.87345, -0.88772, 7.71621)  0.293
H (3.42936, -3.27339, 8.43532)  0.347
H (1.17315, -4.26364, 8.03414)  0.364
H (-0.63896, -2.91353, 6.96398)  0.555
H (-1.05427, 2.79158, 7.30622)  0.379
H (0.68229, 4.51582, 7.76769)  0.355
H (3.08858, 3.86161, 7.96375)  0.360
H (3.76935, 1.47169, 7.50604)  0.298

Entry 3:
Density functional theory data (ωB97M-V with the def2-TZVPD basis set) for a cluster of 6 separate species, C18H46N2O6 in total.

As for the net charge: 0. The calculation puts the relative energy (zero: lowest compared OMol25 entry of this formula, charge and spin) at 24.7 kcal/mol. The SMILES is CC1(C)CCCC(C)(C)N1O.CC1(C)CCCC(C)(C)N1O.O.O.O.O.

Last column: Mulliken charge in e.
Geometry (Å):
C (-18.01759, -6.84558, 3.48457)  -1.803
C (-17.80245, -7.60382, 2.17359)  1.548
C (-16.60140, -8.58508, 2.31031)  -1.387
C (-19.01955, -8.37189, 1.71500)  -1.063
C (-19.07309, -8.84102, 0.27266)  -0.829
C (-18.81472, -7.59869, -0.59988)  -1.022
C (-17.50720, -6.92621, -0.26782)  1.881
C (-16.25268, -7.72819, -0.60504)  -1.719
C (-17.36799, -5.61242, -1.12836)  -1.320
N (-17.55220, -6.47548, 1.17513)  0.357
O (-16.39804, -5.76952, 1.55177)  -0.639
H (-18.96215, -6.32197, 3.49818)  0.301
H (-17.96276, -7.59356, 4.33845)  0.404
H (-17.27746, -6.12382, 3.66410)  0.416
H (-16.69695, -9.44505, 1.58016)  0.361
H (-15.67923, -8.04732, 2.07520)  0.162
H (-16.56625, -8.93656, 3.33049)  0.459
H (-19.14527, -9.28781, 2.33146)  0.279
H (-19.90805, -7.73403, 1.97199)  0.347
H (-18.26710, -9.48132, 0.08797)  0.382
H (-20.01627, -9.28763, 0.04098)  0.445
H (-19.64340, -6.85978, -0.61638)  0.288
H (-18.76410, -7.91722, -1.70817)  0.393
H (-15.40677, -7.07971, -0.80493)  0.415
H (-16.51127, -8.11251, -1.63930)  0.411
H (-16.13591, -8.58989, 0.01525)  0.405
H (-18.20598, -4.95933, -0.96943)  -0.661
H (-17.26883, -5.99241, -2.14038)  0.603
H (-16.38865, -5.10517, -0.95349)  0.434
H (-15.57048, -6.26812, 1.44960)  0.377
C (-17.07118, 0.88785, -1.56131)  -1.770
C (-16.92830, -0.02620, -2.72984)  1.825
C (-18.35944, -0.45080, -3.18137)  -1.408
C (-16.22159, 0.75682, -3.84542)  -1.450
C (-15.69428, -0.10656, -4.99595)  -0.594
C (-14.75969, -1.18741, -4.35368)  -1.292
C (-15.50025, -2.05623, -3.33865)  1.583
C (-16.49880, -2.97338, -4.00442)  -1.697
C (-14.49541, -2.83395, -2.52520)  -1.825
N (-16.06661, -1.13897, -2.31809)  -0.073
O (-16.68180, -1.87504, -1.35053)  -0.339
H (-16.06725, 1.18322, -1.32405)  0.529
H (-17.56594, 0.32774, -0.78034)  0.206
H (-17.71583, 1.71632, -1.87400)  0.378
H (-18.80473, -1.05431, -2.44464)  0.233
H (-18.32336, -0.96582, -4.16840)  0.292
H (-19.04558, 0.39021, -3.29209)  0.504
H (-17.03059, 1.35138, -4.23587)  0.412
H (-15.51843, 1.44342, -3.40861)  0.425
H (-15.21080, 0.58846, -5.72675)  0.389
H (-16.54828, -0.55695, -5.51490)  0.351
H (-13.96318, -0.69669, -3.80086)  0.394
H (-14.38056, -1.71190, -5.18465)  0.465
H (-17.24456, -3.36147, -3.38302)  0.215
H (-17.03593, -2.36300, -4.71004)  0.382
H (-15.94614, -3.78943, -4.40572)  0.572
H (-14.00038, -3.72201, -2.95807)  0.363
H (-13.77682, -2.19480, -2.04511)  0.426
H (-15.03591, -3.19803, -1.69634)  0.409
H (-17.38392, -2.52272, -1.68840)  0.274
O (-19.68263, -2.73457, -1.57576)  -0.689
H (-19.59782, -2.24168, -0.76808)  0.360
H (-19.64825, -3.64187, -1.23152)  0.112
O (-18.68702, -1.40832, 0.77850)  -0.716
H (-18.77335, -2.29172, 1.23787)  0.284
H (-17.75686, -1.28098, 0.46557)  0.338
O (-22.51075, -3.20620, 1.05476)  -0.653
H (-21.86516, -2.62861, 1.48902)  0.329
H (-22.17691, -3.15510, 0.17272)  0.311
O (-19.68176, -4.26251, 1.30268)  -0.626
H (-19.06646, -4.97662, 1.20710)  0.169
H (-20.54871, -4.73290, 1.41388)  0.376

| no. | HOMO (hartree) |
| --- | --- |
| 1 | -0.319 |
| 2 | -0.094 |
| 3 | -0.308 |